ORCA calculation (the ωB97M-V functional and the def2-TZVPD basis) on an isolated molecule of C5H10O2S in a non-equilibrium geometry.

The energy above the lowest of the compared OMol25 structures with the same formula, charge and spin comes out at 4.194 eV. The calculation puts the HOMO energy at -9.23 eV. The gap between HOMO and LUMO comes out at 9.8826 eV. As for the total energy: -20273.4977 eV.

Each line ends with the natural charge from an NBO analysis.
Cartesian coordinates (Å):
1 C -0.60 1.82 -0.49  -0.689
2 C -0.01 0.99 0.60  0.083
3 O -0.95 0.04 1.34  -0.555
4 C 0.14 -0.97 1.40  -0.082
5 C 0.54 -0.38 0.14  -0.202
6 S 2.32 -0.05 -0.06  -0.085
7 C -0.20 -0.93 -1.07  -0.102
8 O -1.43 -1.30 -0.63  -0.723
9 H -1.43 2.53 -0.17  0.239
10 H 0.07 2.45 -1.06  0.243
11 H -0.82 1.03 -1.29  0.230
12 H 0.64 1.53 1.37  0.204
13 H 0.64 -0.80 2.26  0.193
14 H -0.39 -2.01 1.44  0.212
15 H 3.00 -1.40 -0.11  0.147
16 H 0.40 -1.68 -1.51  0.203
17 H -0.03 -0.39 -2.03  0.180
18 H -1.88 -0.48 -0.13  0.503